ORCA calculation (wB97M-V/def2-TZVPD) on 7 unconnected molecules or ions with the total composition C20H42O32P2S6.

The geometry in XYZ format:
```
102
C20H42O32P2S6, DFT wB97M-V/def2-TZVPD
C 3.69 0.56 0.34
C 2.41 0.26 -0.43
O 2.38 1.07 -1.62
P 1.11 0.99 -2.55
O -0.13 0.67 -1.80
C 1.42 -0.21 -3.86
C 0.07 -0.81 -4.27
C -0.28 -2.05 -3.47
O -1.69 -2.32 -3.56
C -2.35 -1.36 -2.88
O -3.06 -0.50 -3.40
O -2.10 -1.47 -1.57
P -3.11 -0.64 -0.50
O -2.27 -1.04 0.82
O -2.67 0.91 -0.63
O 1.06 2.36 -3.33
C 0.93 3.57 -2.55
C -0.45 3.77 -1.96
H 4.10 1.50 -0.02
H 3.44 0.71 1.38
H 4.42 -0.23 0.23
H 1.55 0.47 0.20
H 2.37 -0.80 -0.68
H 1.85 0.29 -4.72
H 2.11 -0.98 -3.53
H -0.68 -0.04 -4.19
H 0.08 -1.11 -5.31
H 0.28 -2.89 -3.86
H 0.01 -1.95 -2.43
H -2.24 -0.27 1.40
H -1.88 0.98 -1.19
H 1.72 3.65 -1.81
H 1.12 4.38 -3.25
H -0.71 4.82 -1.92
H -0.51 3.30 -0.99
H -1.15 3.22 -2.59
O 3.43 -1.83 2.36
S 2.47 -2.76 2.82
O 2.86 -3.98 3.44
O 1.45 -3.06 1.64
C 0.10 -2.75 2.04
C 0.26 -1.63 3.05
O 1.45 -2.01 3.79
H -0.34 -3.64 2.49
H -0.47 -2.45 1.17
H -0.58 -1.54 3.72
H 0.45 -0.67 2.57
O -7.12 -3.68 0.15
S -7.80 -2.48 -0.17
O -8.76 -1.92 0.72
O -8.45 -2.64 -1.62
C -7.99 -1.60 -2.50
C -6.61 -1.26 -1.98
O -6.75 -1.35 -0.55
H -8.67 -0.75 -2.42
H -7.97 -1.96 -3.52
H -6.28 -0.27 -2.26
H -5.86 -1.99 -2.30
O -0.22 0.57 5.77
S -1.16 0.20 4.78
O -0.86 0.32 3.40
O -2.55 0.91 5.09
C -3.60 -0.06 5.23
C -2.89 -1.29 5.75
O -1.64 -1.30 5.04
H -4.04 -0.24 4.25
H -4.35 0.31 5.91
H -3.44 -2.21 5.55
H -2.68 -1.22 6.82
O 2.29 3.03 2.18
S 3.01 4.22 1.92
O 2.56 5.16 0.96
O 4.52 3.83 1.61
C 5.41 4.50 2.52
C 4.59 4.67 3.78
O 3.27 4.98 3.29
H 5.69 5.46 2.09
H 6.30 3.89 2.68
H 4.95 5.47 4.42
H 4.54 3.74 4.35
O 0.29 -1.28 -7.84
S -0.82 -1.79 -8.56
O -0.66 -2.73 -9.60
O -1.68 -0.55 -9.08
C -3.03 -0.64 -8.59
C -2.90 -1.37 -7.27
O -1.89 -2.36 -7.52
H -3.62 -1.21 -9.31
H -3.44 0.36 -8.48
H -3.82 -1.85 -6.96
H -2.55 -0.71 -6.47
O 6.89 1.25 7.17
S 6.59 0.99 5.81
O 6.94 1.92 4.80
O 5.04 0.64 5.69
C 4.87 -0.66 5.08
C 6.11 -1.42 5.47
O 7.16 -0.44 5.39
H 4.80 -0.53 4.00
H 3.95 -1.12 5.45
H 6.33 -2.25 4.80
H 6.06 -1.79 6.50
```

For the frontier orbital gap, the calculation gives 9.681 eV. Its relative energy (zero: lowest compared OMol25 entry of this formula, charge and spin) is 0.0 kcal/mol.